(A)
{
  "formula": "C18H23N5O3S2Zn",
  "method": "ωB97M-V with the def2-TZVPD basis set",
  "gap_ev": 6.636,
  "e_lumo_ev": -6.44,
  "total_charge": 2,
  "elements": ["C", "C", "H", "H", "C", "C", "H", "H", "C", "H", "H", "H", "C", "H", "H", "H", "Zn", "O", "C", "O", "C", "O", "N", "C", "C", "H", "H", "H", "H", "C", "C", "H", "H", "H", "N", "C", "N", "C", "C", "S", "C", "C", "S", "C", "N", "N", "H", "H", "H", "H", "H", "H"],
  "coordinates": [[7.55, 1.38, -0.90], [8.28, 1.14, -2.02], [7.96, 1.92, -0.02], [6.62, 0.68, -0.80], [7.60, 0.69, -3.23], [6.24, 0.47, -3.26], [5.76, 0.30, -2.30], [5.63, 0.42, -4.19], [9.75, 1.46, -1.98], [10.07, 1.97, -1.06], [10.01, 2.12, -2.81], [10.36, 0.55, -2.06], [8.43, 0.42, -4.44], [9.17, -0.36, -4.22], [8.97, 1.35, -4.73], [7.80, 0.10, -5.27], [0.75, 0.06, -0.23], [2.68, 0.68, -0.56], [3.09, 1.49, -1.45], [0.00, 1.25, -1.55], [0.74, 1.89, -2.36], [0.17, 2.60, -3.30], [2.13, 1.97, -2.41], [1.17, 3.31, -4.05], [2.49, 2.89, -3.49], [0.94, 4.37, -3.88], [1.05, 3.05, -5.10], [3.03, 3.77, -3.11], [3.07, 2.31, -4.24], [4.42, 1.94, -1.57], [5.41, 2.05, -0.58], [4.55, 2.46, -2.51], [5.33, 1.32, 0.30], [5.87, 3.02, -0.29], [1.37, -3.09, -1.35], [0.68, -2.97, -0.20], [0.36, -1.81, 0.35], [-0.43, -2.00, 1.51], [-0.78, -3.32, 1.75], [-0.08, -4.40, 0.57], [-0.84, -0.79, 2.13], [-1.72, -0.55, 3.19], [-1.98, 1.15, 3.39], [-0.91, 1.45, 1.99], [-0.41, 0.36, 1.47], [-0.75, 2.67, 1.41], [1.55, -4.02, -1.73], [1.78, -2.27, -1.76], [-1.44, -3.65, 2.56], [-2.19, -1.35, 3.77], [-1.20, 3.48, 1.80], [-0.38, 2.68, 0.45]]
}

=====

(B)
{
  "formula": "C18H23N5O3S2Zn",
  "method": "ωB97M-V with the def2-TZVPD basis set",
  "gap_ev": [5.860, 5.859],
  "e_lumo_ev": [-7.09, -7.09],
  "total_charge": 2,
  "elements": ["C", "C", "H", "H", "C", "C", "H", "H", "C", "H", "H", "H", "C", "H", "H", "H", "Zn", "O", "C", "O", "C", "O", "N", "C", "C", "H", "H", "H", "H", "C", "C", "H", "H", "H", "N", "C", "N", "C", "C", "S", "C", "C", "S", "C", "N", "N", "H", "H", "H", "H", "H", "H"],
  "coordinates": [[-0.97, -1.76, -3.24], [-1.17, -0.96, -4.50], [-0.83, -2.80, -3.63], [-1.67, -1.44, -2.46], [-1.12, 0.44, -4.34], [-0.94, 1.00, -3.07], [-1.34, 0.56, -2.11], [-0.56, 2.03, -3.08], [-1.31, -1.60, -5.89], [-1.12, -2.69, -5.91], [-0.60, -1.21, -6.63], [-2.31, -1.57, -6.36], [-1.39, 1.32, -5.59], [-2.40, 1.22, -6.04], [-0.68, 1.11, -6.39], [-1.29, 2.39, -5.41], [0.08, 0.19, 2.66], [0.15, -0.48, 0.67], [0.88, -0.08, -0.30], [1.77, 1.08, 2.48], [2.16, 1.45, 1.33], [3.15, 2.29, 1.29], [1.77, 1.02, 0.07], [3.54, 2.45, -0.11], [2.58, 1.71, -0.95], [4.56, 2.14, -0.21], [3.56, 3.49, -0.37], [3.11, 1.00, -1.57], [1.93, 2.34, -1.53], [0.80, -0.51, -1.69], [0.34, -1.80, -2.35], [1.53, 0.05, -2.25], [-0.03, -2.38, -1.45], [1.21, -2.50, -2.70], [-2.89, 1.83, 2.48], [-2.71, 1.02, 3.55], [-1.63, 0.29, 3.74], [-1.69, -0.42, 4.95], [-2.82, -0.12, 5.71], [-3.85, 1.00, 4.90], [-0.53, -1.21, 5.24], [-0.16, -1.94, 6.36], [1.47, -2.50, 6.22], [1.61, -1.69, 4.63], [0.47, -1.10, 4.28], [2.72, -1.54, 3.91], [-3.74, 2.36, 2.46], [-2.21, 1.82, 1.72], [-2.98, -0.51, 6.70], [-0.80, -2.05, 7.23], [3.58, -1.97, 4.26], [2.75, -0.76, 3.27]]
}

=====

The least stable of the structures above is (A), whereas (B) is the most stable.